{"formula": "C24H31ClF6N2O3Pr", "method": "ωB97M-V/def2-TZVPD", "total_charge": -1, "homo_ha": [-0.0818, -0.0803], "multiplicity": 3, "symbols": ["Pr", "Cl", "F", "F", "F", "F", "F", "F", "O", "O", "O", "N", "N", "C", "C", "C", "C", "C", "C", "C", "C", "C", "C", "C", "C", "C", "C", "C", "C", "C", "C", "C", "C", "C", "C", "C", "C", "H", "H", "H", "H", "H", "H", "H", "H", "H", "H", "H", "H", "H", "H", "H", "H", "H", "H", "H", "H", "H", "H", "H", "H", "H", "H", "H", "H", "H", "H", "H"], "coordinates": [[0.44, -0.01, 0.02], [-0.26, 0.03, 2.62], [5.95, -1.42, -1.23], [6.10, 1.05, -1.32], [4.37, -1.09, -2.72], [4.62, 2.38, -0.45], [4.06, -2.46, -1.06], [4.25, 1.51, -2.42], [0.26, -4.14, -0.96], [2.70, 0.00, -0.65], [0.35, 4.12, -1.01], [0.22, 2.23, 0.07], [0.15, -2.23, 0.10], [1.50, 4.07, -0.06], [-0.23, 2.90, -0.88], [4.66, -0.18, 0.92], [4.03, -0.06, -0.49], [-1.63, 2.51, -4.72], [-1.19, 1.25, -2.62], [-1.41, 1.23, -4.00], [1.38, -4.11, 0.02], [2.38, 2.16, 1.39], [1.06, -2.99, 0.99], [0.18, -3.38, 2.16], [-1.37, -2.53, -1.83], [1.16, 2.97, 0.94], [-1.20, -1.24, -2.62], [-1.35, 2.53, -1.81], [2.30, -2.21, 1.46], [-1.42, -1.21, -4.01], [0.32, 3.41, 2.12], [-1.63, -2.48, -4.74], [4.61, -1.24, -1.38], [-1.08, 0.00, -1.98], [-1.49, 0.02, -4.65], [-0.28, -2.91, -0.86], [4.75, 1.22, -1.18], [-0.53, 3.98, 1.73], [0.79, -4.02, 2.79], [4.26, 0.56, 1.62], [1.40, -5.06, 0.53], [2.36, 3.80, -0.66], [-1.44, -3.35, -2.53], [-0.79, 3.20, -4.57], [2.90, 1.76, 0.53], [-2.56, -2.98, -4.44], [2.93, -2.93, 1.97], [4.53, -1.17, 1.37], [-1.66, 0.02, -5.71], [-1.70, -2.24, -5.79], [-0.80, -3.17, -4.59], [-1.81, 0.02, 0.10], [-0.68, -3.94, 1.77], [2.12, 1.34, 2.07], [-2.56, 3.01, -4.43], [-2.25, 2.44, -1.17], [1.56, 5.03, 0.43], [-1.45, 3.37, -2.50], [2.28, -3.88, -0.56], [2.83, -1.82, 0.59], [-0.04, 2.55, 2.68], [-2.29, -2.45, -1.23], [-1.69, 2.27, -5.78], [0.96, 4.04, 2.72], [5.75, -0.02, 0.84], [3.04, 2.87, 1.90], [-0.17, -2.51, 2.71], [2.05, -1.38, 2.13]], "lowdin_spin": [2.042, -0.004, 0.000, 0.000, 0.000, 0.000, 0.000, 0.000, 0.001, -0.002, 0.000, -0.004, -0.005, 0.000, 0.000, 0.000, 0.000, 0.000, -0.001, 0.000, 0.000, 0.000, 0.000, 0.000, 0.000, 0.000, -0.001, 0.000, 0.000, 0.000, 0.000, 0.000, 0.000, -0.014, 0.000, 0.002, 0.000, 0.000, 0.000, 0.000, 0.000, 0.000, 0.000, 0.000, 0.000, 0.000, 0.000, 0.000, 0.000, 0.000, 0.000, -0.013, 0.000, 0.000, 0.000, 0.000, 0.000, 0.000, 0.000, 0.000, 0.000, 0.000, 0.000, 0.000, 0.000, 0.000, 0.000, 0.000]}